# C30H50HgN7O3S2Si

A structure of composition C30H50HgN7O3S2Si in a non-equilibrium geometry (ωB97M-V/def2-TZVPD, the OMol25 dataset).

Geometry as XYZ:
```
94
Properties=species:S:1:pos:R:3:mulliken_spin:R:1
Hg 0.80698 -0.73056 -0.03941 0.147
N -0.37912 1.53004 -2.36871 -0.003
C -1.15982 2.71664 -2.75701 0.006
C -0.29132 3.96324 -2.56481 0.000
C 0.04108 4.17704 -1.07741 0.006
N 0.90058 3.07744 -0.63491 0.004
C -1.24752 4.25504 -0.25801 0.002
C -2.12432 3.00484 -0.41481 0.001
N -1.45622 1.85574 0.16749 -0.001
C -2.42322 2.77294 -1.90021 0.002
H 0.26178 1.21434 -3.09221 -0.004
H -1.02162 0.69604 -2.07491 0.010
H 0.15818 1.83804 -1.49981 -0.031
H -1.45932 2.63504 -3.80771 0.000
H -0.81742 4.83964 -2.94681 -0.001
H 0.64388 3.85654 -3.12161 0.000
H 0.55248 5.14884 -0.97461 -0.002
H 0.76258 2.86614 0.34499 0.003
H 1.88168 3.28514 -0.78101 0.001
H -1.81462 5.12894 -0.58401 0.000
H -1.00212 4.39724 0.79599 -0.001
H -3.08812 3.22004 0.08519 0.000
H -1.90112 0.99114 -0.12391 -0.005
H -1.49732 1.87464 1.18109 0.002
H -3.06532 3.57784 -2.26081 0.000
H -2.96192 1.83044 -2.00771 0.000
C 4.70438 0.51234 -2.51291 0.089
Si 3.75718 0.43604 -0.84961 0.621
C 4.52508 -0.95716 0.21909 0.046
C 3.95828 2.03664 0.13239 0.017
C 4.38578 3.24044 -0.43701 0.028
C 4.46568 4.39994 0.31069 -0.021
C 4.10488 4.39534 1.64919 0.043
C 3.66128 3.21514 2.23109 -0.023
C 3.58318 2.06294 1.47849 0.006
H 5.77818 0.46104 -2.34431 0.016
H 4.49778 1.42034 -3.06931 -0.003
H 4.43148 -0.32736 -3.14201 0.001
H 5.60608 -1.00616 0.10189 0.014
H 4.11868 -1.92296 -0.05971 -0.018
H 4.31498 -0.79966 1.27279 -0.009
H 4.67918 3.25994 -1.47681 0.003
H 4.81638 5.31514 -0.14891 -0.002
H 4.16668 5.30164 2.23519 0.004
H 3.37678 3.20074 3.27499 -0.001
H 3.22498 1.15304 1.93829 0.013
C -7.06052 -3.79016 0.28059 0.000
C -5.77142 -3.26926 -0.28471 0.000
C -5.77492 -2.23976 -1.21851 0.000
C -4.59142 -1.80256 -1.78961 0.000
C -3.40422 -2.40366 -1.43191 0.001
C -3.37432 -3.40536 -0.48571 0.001
C -4.55792 -3.84316 0.08269 0.000
S -1.87782 -1.76896 -2.10521 0.027
O -1.82642 -0.40606 -1.49041 -0.004
O -1.98402 -1.64556 -3.54171 -0.001
O -0.81412 -2.63576 -1.62981 -0.022
H -7.90162 -3.18686 -0.05261 0.000
H -7.05462 -3.80046 1.37009 0.000
H -7.21172 -4.81406 -0.06151 0.000
H -6.71272 -1.77616 -1.48971 0.000
H -4.57562 -1.00466 -2.51511 0.000
H -2.41882 -3.82656 -0.21361 -0.001
H -4.54982 -4.62946 0.82479 0.000
C -2.58832 2.84034 5.16359 0.000
C -1.06742 2.69804 5.09839 0.000
C -0.69042 1.45174 4.38339 0.001
N -1.05232 1.14954 3.19529 0.003
N -0.61402 -0.02386 2.75119 -0.001
C 0.10088 -0.66876 3.61269 -0.015
N 0.60778 -1.90126 3.39939 -0.003
S 0.30048 0.20074 5.13809 0.002
H -2.85542 3.76824 5.66299 0.000
H -3.01892 2.00574 5.71209 0.000
H -3.00552 2.84264 4.16019 0.000
H -0.64712 2.66584 6.10439 0.000
H -0.64482 3.56184 4.57659 0.000
H 0.52798 -2.19846 2.42749 0.033
H 1.46538 -2.14926 3.86619 0.000
C 1.23308 -4.61146 0.01319 0.019
C 2.06468 -4.86096 -1.25151 -0.004
C 1.23148 -5.60036 -2.30221 0.000
C 3.33078 -5.65376 -0.90051 0.000
C 2.44928 -3.57516 -1.79791 -0.009
N 2.78748 -2.55926 -2.20241 0.008
H 0.87258 -5.55976 0.40939 0.001
H 0.37998 -3.98056 -0.23151 0.004
H 1.84188 -4.12286 0.77729 -0.003
H 0.94318 -6.57746 -1.92061 0.000
H 1.80648 -5.73166 -3.21631 0.000
H 0.33488 -5.02876 -2.52801 0.001
H 3.04628 -6.55876 -0.36561 0.000
H 3.99288 -5.06406 -0.26841 0.000
H 3.87338 -5.92956 -1.80271 0.000
```

2S+1 = 2
⟨S²⟩ = 0.760
orbital gap (spin up / spin down) = 6.268 / 7.572 eV

# C54H78BN7O5PS

A cluster of 7 separate species, C54H78BN7O5PS in total in a non-equilibrium geometry (ωB97M-V/def2-TZVPD, the OMol25 dataset).

Geometry as XYZ:
```
147
Properties=species:S:1:pos:R:3:mulliken_charge:R:1
C 0.66073 3.46353 4.51262 -0.791
C 0.11803 4.88220 4.70078 -0.381
C -1.30673 4.98003 5.25053 -0.780
C -2.43564 4.50679 4.33477 -0.671
C -2.57102 2.99746 4.15433 -0.064
C -3.86274 2.58765 3.44778 -0.763
C -4.13390 1.07744 3.53876 0.377
C -5.31022 0.65582 4.44643 -0.978
C -4.98627 -0.36519 5.54711 -0.844
C -4.86177 -1.80862 5.04673 -0.910
C -3.54682 -2.10741 4.30430 -1.030
C -3.61834 -2.05464 2.76719 0.966
C -3.13489 -3.30508 2.01353 -0.999
C -2.40341 -2.89737 0.73571 0.249
C -1.44933 -3.95577 0.17362 -0.805
C -1.11061 -3.68870 -1.30177 -1.271
C -0.09696 -2.54848 -1.46626 0.908
P 1.57318 -3.14408 -0.86637 0.864
S 2.66975 -1.84072 0.08383 -0.490
C 0.09417 -2.05086 -2.94377 -1.396
O -0.20484 -0.68486 -2.93814 -0.192
B -0.96621 -0.38810 -1.71076 1.586
C -2.57434 -0.51637 -1.94952 -0.988
O -3.01804 0.13756 -3.15362 -0.473
C -3.80362 1.26853 -2.95543 -0.485
N -0.53706 1.02768 -1.10462 0.956
C -1.30761 1.49047 -0.06004 -0.137
C -1.80892 2.93024 -0.08645 -0.085
O -1.65222 0.78407 0.87001 -0.665
C -0.03953 1.99777 -2.01261 0.202
C 1.13816 2.81390 -1.50930 -1.471
O -0.48426 2.16340 -3.12038 -0.570
O -0.45339 -1.41680 -0.76038 -0.797
H 0.34479 3.02038 3.56840 0.014
H 0.32617 2.80310 5.31628 0.270
H 1.75232 3.46315 4.51155 0.373
H 0.77555 5.40711 5.40030 0.312
H 0.16711 5.42401 3.75075 0.275
H -1.36503 4.44853 6.20851 0.295
H -1.48968 6.03684 5.47300 0.331
H -2.32723 4.98395 3.35288 0.159
H -3.38092 4.87179 4.75397 0.383
H -1.74201 2.61992 3.55158 -0.235
H -2.50637 2.49844 5.12968 0.566
H -4.70236 3.15374 3.86906 0.550
H -3.77099 2.87318 2.39639 0.136
H -3.22147 0.58541 3.88425 -0.029
H -4.31000 0.70019 2.53176 0.074
H -6.09860 0.21873 3.82420 0.337
H -5.74854 1.54573 4.90985 0.425
H -4.06226 -0.07772 6.06292 0.308
H -5.78487 -0.32155 6.29492 0.378
H -5.71755 -2.02007 4.39516 0.405
H -4.95402 -2.48813 5.89902 0.325
H -3.17718 -3.08776 4.61990 0.574
H -2.80217 -1.38035 4.64066 0.463
H -3.02265 -1.21386 2.40709 -0.730
H -4.65253 -1.83692 2.47864 0.385
H -3.99560 -3.93705 1.76827 0.165
H -2.45872 -3.88925 2.64941 0.433
H -1.82912 -1.99513 0.94490 0.138
H -3.11691 -2.60622 -0.04226 0.127
H -1.90913 -4.94651 0.26538 0.471
H -0.53807 -3.95653 0.77991 0.225
H -2.03432 -3.41854 -1.82012 0.637
H -0.73134 -4.59478 -1.79220 0.306
H 2.16358 -3.62123 -2.04144 -0.036
H 1.37352 -4.34273 -0.16143 -0.185
H -0.53479 -2.63802 -3.63090 0.148
H 1.13178 -2.16603 -3.28439 0.555
H -3.16792 -0.15089 -1.09865 -0.011
H -2.84641 -1.57177 -2.07410 0.500
H -4.22958 1.55290 -3.92053 0.278
H -4.62869 1.07713 -2.25071 0.305
H -3.22053 2.12361 -2.58246 -0.064
H -2.85390 2.90280 -0.40164 0.193
H -1.77289 3.32544 0.92904 -0.064
H -1.26258 3.59780 -0.74926 -0.198
H 1.88273 2.88170 -2.29967 0.368
H 0.80052 3.82530 -1.26599 0.291
H 1.57943 2.36894 -0.61967 0.299
N 5.05430 0.95374 -3.12549 -0.655
C 4.03075 0.37361 -2.49860 -0.431
C 2.78646 0.15833 -3.08033 0.318
C 2.58960 0.56394 -4.38797 -0.318
C 3.64712 1.16467 -5.05839 -0.557
C 4.84902 1.33380 -4.38684 -0.275
H 4.18825 0.07095 -1.47044 0.344
H 1.99085 -0.30429 -2.50760 0.056
H 1.62700 0.42112 -4.86431 0.515
H 3.54402 1.50264 -6.08163 0.386
H 5.69202 1.80261 -4.88572 0.357
N 3.91915 -5.47116 -1.00662 -0.051
C 4.19817 -5.42097 0.28903 0.077
C 4.98067 -6.35802 0.94063 -0.576
C 5.53044 -7.39308 0.20355 -0.335
C 5.25853 -7.44808 -1.15926 -0.439
C 4.44613 -6.46673 -1.71507 -0.489
H 3.76345 -4.58880 0.83487 0.023
H 5.13927 -6.24606 2.00499 0.500
H 6.14207 -8.15015 0.67788 0.400
H 5.64921 -8.24680 -1.77658 0.410
H 4.19375 -6.48623 -2.77095 0.424
N -0.82356 7.66438 -2.67691 -0.594
C -1.22112 6.41728 -2.42531 -0.504
C -1.08356 5.36666 -3.32069 0.028
C -0.49851 5.62371 -4.55014 -0.574
C -0.07912 6.91481 -4.82813 -0.277
C -0.26208 7.89521 -3.86351 -0.347
H -1.67136 6.24901 -1.45188 0.452
H -1.40914 4.36635 -3.06740 0.478
H -0.36921 4.82287 -5.26691 0.462
H 0.39056 7.17429 -5.76744 0.433
H 0.06656 8.90950 -4.05478 0.439
N 3.62454 -4.89830 3.63475 -0.432
C 2.51771 -5.57130 3.94376 -0.303
C 1.29113 -4.96351 4.16410 -0.452
C 1.20578 -3.58426 4.04951 -0.026
C 2.34830 -2.87309 3.72309 -0.435
C 3.52929 -3.57384 3.52783 -0.298
H 2.61316 -6.65062 4.00043 0.352
H 0.42201 -5.56266 4.40006 0.374
H 0.26219 -3.07423 4.19614 0.467
H 2.32679 -1.79945 3.59989 0.390
H 4.43600 -3.04937 3.24760 0.366
N 1.89651 9.57285 -5.74615 -0.224
C 1.71908 10.63390 -6.52892 -0.214
C 2.72901 11.53279 -6.83899 -0.544
C 3.98990 11.31853 -6.30472 -0.129
C 4.18628 10.21780 -5.48685 -0.728
C 3.11069 9.37657 -5.23977 0.005
H 0.71897 10.77207 -6.92557 0.376
H 2.52735 12.37852 -7.48240 0.354
H 4.80445 11.99771 -6.52165 0.361
H 5.15155 10.00928 -5.04610 0.356
H 3.22544 8.50385 -4.60581 0.383
N 0.72113 -8.67388 0.77573 -0.376
C 0.48548 -9.97834 0.89203 -0.298
C 0.95654 -10.92798 -0.00228 -0.308
C 1.71446 -10.49863 -1.08072 -0.385
C 1.96272 -9.14352 -1.21680 -0.469
C 1.44769 -8.27231 -0.26491 -0.157
H -0.11154 -10.27977 1.74637 0.352
H 0.73389 -11.97600 0.14764 0.360
H 2.10434 -11.20757 -1.80024 0.378
H 2.55071 -8.75880 -2.03833 0.393
H 1.63279 -7.20577 -0.34155 0.528
```

total charge = -1
orbital gap = 7.440 eV